A single C5H9NS molecule in a non-equilibrium geometry, computed with ωB97M-V with the def2-TZVPD basis set.

Its SMILES is CC1=NS[C@@H](C)C1. The max |F| is 3.43 eV/Å. The calculation puts the energy above the lowest of the compared OMol25 structures with the same formula, charge and spin at 37.0 kcal per mole.

```
16
Properties=species:S:1:pos:R:3:nbo_charge:R:1
C -0.80270 -1.65767 -1.71763 -0.637
C 0.09762 -0.68153 -1.08574 -0.296
C -0.53070 0.18936 0.03100 -0.497
C 0.55084 0.73288 0.88335 0.283
C 0.47379 1.87889 1.92655 -0.655
H -1.66116 -1.17999 -2.42773 0.232
H -0.07809 -2.35234 -2.30232 0.224
H -1.05916 -2.25168 -0.88136 0.219
H 0.65313 -0.04319 -1.75285 0.209
H -1.12482 -0.58125 0.75622 0.217
H -1.33492 0.83452 -0.50825 0.243
H 0.55455 2.85419 1.45902 0.226
H 1.37948 1.63981 2.42285 0.245
H -0.45231 1.81685 2.51781 0.223
N 1.73721 0.13312 0.79353 -0.564
S 1.59726 -1.33197 -0.11445 0.330
```